[1]
Formula: C22H58Cl6N2O8
Source: the Open Molecules 2025 dataset
Level of theory: wB97M-V/def2-TZVPD

Last column: Löwdin charge in e.
Positions of all 96 atoms, in Å:
Cl (1.8615, 2.7824, -4.8374)  0.548
Cl (2.3799, 6.3248, -2.7593)  0.501
Cl (0.3980, 4.9563, 0.2567)  0.618
Cl (3.8584, -0.9911, 0.7261)  0.588
Cl (0.1656, 3.7007, 3.2205)  0.578
Cl (3.4908, -4.1194, -2.3631)  0.485
O (0.8844, 1.8362, -1.1406)  -0.129
O (-0.6770, -0.5885, 2.1965)  -0.217
O (-3.6265, 2.8319, -0.5241)  -0.236
O (3.5561, 3.0380, 0.9379)  -0.108
O (3.8283, -1.1498, -6.2177)  -0.129
O (-1.9167, -4.6834, -0.5271)  -0.221
O (1.6319, -4.6806, 3.1893)  -0.212
O (-1.9926, 0.9756, -1.0320)  -0.157
N (-3.3460, 1.1173, 2.0120)  -0.060
N (0.1855, -3.0145, 1.2947)  -0.030
C (1.5933, 0.7666, -1.6057)  -0.209
C (-1.1105, 4.2465, 0.8763)  -0.658
C (-3.9347, 3.9679, -1.3584)  -0.063
C (-4.5728, 2.7296, 0.5447)  -0.186
C (2.2912, 4.4978, -2.8908)  -0.630
C (-0.4691, -3.8946, 2.2708)  -0.212
C (4.2844, -1.9087, -0.7800)  -0.601
C (-2.3980, 0.1763, -2.0973)  -0.125
C (-0.7972, -2.7023, 0.3042)  -0.216
C (2.4469, -5.1135, 4.2921)  -0.089
C (-1.7602, -0.3686, 3.0343)  -0.217
C (-4.5693, 1.3109, 1.1555)  -0.162
C (0.3332, -4.1461, 3.5202)  -0.216
C (-2.1419, -5.8224, -1.3795)  -0.089
C (-3.1351, -0.2975, 2.3218)  -0.183
C (3.7242, -3.3450, -0.7030)  -0.594
C (-1.2987, 4.3339, 2.4021)  -0.596
C (-0.9611, -3.7042, -0.8835)  -0.186
C (3.8226, 2.4022, 2.1039)  -0.218
C (3.5915, -0.5195, -4.9918)  -0.182
C (1.2044, 4.1983, -3.9051)  -0.599
C (0.3213, 0.4615, 2.0214)  -0.058
H (5.3715, -1.9190, -0.8586)  0.070
H (-3.9245, -0.6751, 2.9718)  0.119
H (-1.4026, -3.3070, -1.7975)  0.106
H (4.3055, -3.8976, 0.0352)  0.078
H (2.7938, -1.0372, -4.4592)  0.073
H (-1.8200, -0.7476, -2.0730)  0.075
H (3.3180, -5.6913, 3.9831)  0.083
H (0.6229, -2.2935, 1.8506)  0.089
H (1.2008, 5.0007, -4.6429)  0.045
H (0.6418, 1.0304, 2.8942)  0.044
H (-1.1869, -6.3324, -1.5059)  0.085
H (2.6642, 0.9684, -1.5839)  0.083
H (-5.5831, 2.8661, 0.1590)  0.116
H (4.0092, 1.3741, 1.7936)  0.005
H (3.2848, 4.1486, -3.1718)  0.059
H (-1.4010, -3.4814, 2.6566)  0.115
H (-4.0385, 4.8732, -0.7603)  0.087
H (-3.4797, 0.1016, -1.9858)  0.084
H (-2.5616, 1.4237, 1.4544)  0.068
H (-2.6485, 1.6409, -0.8110)  -0.003
H (1.7802, -5.6474, 4.9692)  0.080
H (-1.3773, 5.3997, 2.6170)  0.070
H (3.0715, -0.9428, -6.7709)  0.071
H (2.6738, 2.9580, 0.5682)  0.045
H (-2.9205, -6.4737, -0.9824)  0.082
H (2.8085, -4.1798, 4.7227)  0.080
H (-3.1892, 4.2268, -2.1103)  0.096
H (-0.0307, -4.1539, -1.2301)  0.113
H (-5.3470, 1.0809, 1.8838)  0.121
H (-3.1816, -0.8880, 1.4068)  0.102
H (1.3605, -0.2108, -1.1832)  0.067
H (4.5307, -0.8246, -4.5302)  0.083
H (-1.7301, -2.2303, 0.6123)  0.097
H (1.1497, 0.0373, 1.4541)  0.059
H (0.5586, -3.1654, 3.9393)  0.120
H (-4.5919, 3.5515, 1.2605)  0.126
H (-0.3087, -4.8001, 4.1103)  0.123
H (0.2354, 3.9174, -3.4925)  0.070
H (-4.6560, 0.5450, 0.3849)  0.110
H (3.1106, 2.4029, 2.9292)  0.067
H (-0.0427, 1.6164, -1.2580)  0.043
H (-1.8374, -1.2068, 3.7268)  0.109
H (4.8040, 2.6942, 2.4776)  0.085
H (-4.8589, 3.8516, -1.9245)  0.094
H (-0.1027, 1.2896, 1.4534)  0.048
H (2.7045, -3.2391, -0.3328)  0.029
H (-1.1722, 3.2014, 0.5728)  0.040
H (-2.1510, 3.7337, 2.7205)  0.062
H (-1.9380, 4.8448, 0.4952)  0.057
H (-0.6043, -4.8793, 1.8234)  0.123
H (-0.3591, -1.8071, -0.1372)  0.097
H (-2.5567, -5.5754, -2.3567)  0.075
H (3.8623, -1.3348, -1.6049)  0.040
H (3.4965, 0.5487, -5.1868)  0.039
H (1.9881, 4.1694, -1.8967)  0.006
H (-1.6453, 0.4835, 3.7042)  0.124
H (-2.2126, 0.7460, -3.0079)  0.081
H (1.3668, 0.6102, -2.6604)  0.058

The calculation puts the max |F| at 3.48 eV/Å. As for the SMILES: COCCNCCOC.COCCNCCOC.ClCCCl.ClCCCl.ClCCCl.CO.CO.CO.CO. The calculation puts the frontier orbital gap at 8.65 eV. The HOMO energy comes out at -8.44 eV.

***

[2]
Formula: C22H59F8HfN2O27PS9
Source: the Open Molecules 2025 dataset
Level of theory: wB97M-V/def2-TZVPD

Last column: Löwdin charge in e.
Positions of all 129 atoms, in Å:
Hf (13.5090, 23.7484, -14.5877)  2.301
S (11.5805, 26.5625, -16.0283)  0.614
S (13.6666, 25.3313, -21.6114)  0.680
S (8.8544, 27.8194, -19.4087)  0.631
S (11.2980, 21.3480, -16.3894)  0.777
S (12.2467, 25.1144, -17.6219)  0.525
S (15.4001, 27.1901, -14.3770)  0.753
S (16.0904, 23.8376, -17.4942)  0.796
S (14.0067, 30.3214, -20.9586)  0.690
S (9.9917, 23.8155, -13.1087)  0.823
P (13.8323, 25.0018, -11.0449)  0.198
F (15.1016, 25.8744, -11.5386)  -0.133
F (13.1871, 25.0649, -12.4882)  -0.256
F (14.3947, 23.6804, -11.8188)  -0.198
F (11.8507, 26.6850, -14.4472)  -0.198
F (12.5515, 24.1114, -10.6774)  -0.129
F (13.1722, 26.4230, -10.5087)  -0.136
F (14.4836, 24.6916, -9.5980)  -0.097
F (13.0317, 23.7298, -17.8740)  -0.235
O (12.3695, 27.7153, -16.5222)  -0.222
O (17.5354, 23.2998, -16.8170)  -0.244
O (15.8248, 23.0342, -18.7096)  -0.242
O (10.1324, 26.5280, -16.0714)  -0.219
O (14.4733, 26.0076, -14.4095)  -0.453
O (15.0433, 23.8968, -16.4316)  -0.450
O (16.7937, 27.0145, -13.8030)  -0.265
O (12.3285, 22.1731, -15.7247)  -0.454
O (14.8351, 29.3923, -21.6640)  -0.273
O (8.9773, 28.6979, -20.5611)  -0.259
O (9.9929, 21.9584, -16.6202)  -0.237
O (7.6348, 26.7948, -19.7010)  -0.243
O (10.1715, 28.9202, -14.5733)  0.015
O (11.0175, 20.0131, -15.4412)  -0.258
O (13.1052, 26.0437, -18.4487)  -0.248
O (9.3211, 22.3760, -13.5939)  -0.239
O (10.9083, 24.6258, -18.0230)  -0.212
O (10.0948, 23.7726, -11.6294)  -0.230
O (15.4491, 27.7447, -15.8657)  -0.253
O (12.6406, 30.6427, -21.4386)  -0.310
O (11.2613, 23.9847, -13.9081)  -0.452
O (14.7786, 31.7981, -20.6748)  -0.285
O (14.9854, 25.8842, -21.4077)  -0.315
O (7.9782, 28.4880, -14.1498)  0.043
O (13.4393, 24.9976, -23.2363)  -0.286
O (13.2117, 24.1008, -20.9310)  -0.327
O (9.9638, 27.0311, -18.9556)  -0.314
N (8.9807, 29.2432, -14.3484)  -0.366
N (12.4998, 25.0759, -16.0810)  -0.379
C (12.4801, 26.8256, -21.5744)  -0.051
C (14.5821, 28.5001, -13.4015)  -0.039
C (13.8418, 29.7333, -19.1837)  -0.096
C (17.3739, 28.5361, -17.1363)  -0.043
C (14.1595, 25.8728, -24.1903)  -0.245
C (8.7571, 30.7347, -14.3719)  0.063
C (16.2755, 28.8910, -16.1213)  -0.244
C (7.5046, 24.3680, -19.5787)  -0.055
C (14.9882, 33.9383, -19.5060)  -0.049
C (8.2548, 21.9980, -12.8159)  -0.335
C (8.1800, 28.7302, -18.0008)  -0.103
C (10.1686, 18.9662, -15.9118)  -0.215
C (12.0354, 20.6221, -18.0165)  -0.013
C (14.0235, 32.8662, -20.0210)  -0.255
C (11.1521, 17.7701, -16.3559)  -0.018
C (15.0320, 24.8986, -25.0169)  -0.056
C (8.7046, 24.9495, -13.7020)  -0.053
C (7.4690, 25.6556, -18.8219)  -0.273
C (18.5797, 23.0311, -17.7614)  -0.258
C (19.7775, 22.2516, -17.1252)  -0.039
C (16.6558, 25.5242, -17.9615)  -0.054
C (7.0884, 21.5391, -13.6660)  -0.053
H (15.2023, 29.3877, -13.5269)  0.078
H (8.3605, 21.0116, -12.3641)  0.132
H (6.9906, 24.4293, -20.5379)  0.091
H (9.1030, 25.9568, -13.5809)  0.065
H (18.2285, 22.4411, -18.6079)  0.118
H (19.0493, 23.9198, -18.1831)  0.112
H (13.4598, 26.4544, -24.7905)  0.121
H (15.8045, 26.0093, -18.4392)  0.075
H (17.5260, 25.4135, -18.6084)  0.091
H (8.6478, 24.8732, -14.7878)  0.077
H (11.6592, 17.4108, -15.4604)  0.083
H (12.3100, 21.3444, -18.7852)  0.078
H (17.0059, 25.8609, -16.9858)  0.057
H (9.3532, 18.7151, -15.2334)  0.128
H (8.0941, 25.7848, -17.9384)  0.093
H (8.9113, 29.4577, -17.6486)  0.066
H (12.2753, 27.0477, -20.5272)  0.025
H (20.7593, 22.4478, -17.5560)  0.085
H (16.6977, 29.3631, -15.2342)  0.120
H (19.8830, 22.3054, -16.0417)  0.084
H (13.5802, 28.6844, -19.0445)  0.041
H (15.7450, 29.7267, -16.5775)  0.121
H (11.8090, 18.1626, -17.1322)  0.049
H (17.8758, 29.4529, -17.4454)  0.101
H (10.6115, 16.9206, -16.7731)  0.086
H (7.8899, 27.9875, -17.2575)  0.056
H (6.8447, 22.2742, -14.4331)  0.080
H (13.6744, 28.6552, -13.9847)  0.068
H (15.7179, 25.3307, -25.7457)  0.083
H (13.2117, 33.1420, -20.6940)  0.120
H (11.5069, 26.5160, -21.9553)  0.077
H (7.9918, 22.7061, -12.0300)  0.122
H (14.2360, 24.3456, -25.5156)  0.074
H (6.2643, 21.3665, -12.9739)  0.100
H (11.2175, 20.0271, -18.4228)  0.080
H (14.4512, 28.2579, -12.3469)  0.087
H (9.6297, 19.3532, -16.7766)  0.104
H (14.5600, 34.4708, -18.6568)  0.080
H (9.2369, 31.0930, -15.2826)  0.102
H (7.7366, 24.7826, -13.2294)  0.101
H (16.7324, 28.1208, -17.9136)  0.063
H (6.4767, 25.8178, -18.4011)  0.122
H (13.0676, 27.5223, -22.1724)  0.047
H (13.5208, 32.4029, -19.1720)  0.090
H (15.1338, 34.6480, -20.3204)  0.083
H (9.1412, 31.0683, -13.4079)  0.109
H (8.5112, 24.2079, -19.9648)  0.076
H (7.3665, 29.4058, -18.2651)  0.081
H (14.7852, 26.6404, -23.7350)  0.101
H (7.3049, 20.6227, -14.2151)  0.078
H (15.9175, 33.4699, -19.1816)  0.081
H (13.1616, 30.2811, -18.5315)  0.062
H (18.1546, 27.8143, -16.8966)  0.086
H (13.0037, 20.1736, -17.7943)  0.084
H (15.4732, 24.1170, -24.3985)  0.077
H (7.2136, 23.4734, -19.0282)  0.085
H (14.8559, 29.8725, -18.8090)  0.040
H (7.6755, 30.8663, -14.3403)  0.100
H (19.6901, 21.2180, -17.4602)  0.075

The calculation puts the max |F| at 11.52 eV/Å. The calculation puts the frontier orbital gap at 4.97 eV. The HOMO energy comes out at -14.06 eV. As for the charge: +2.

***

What is the frontier orbital gap in the first record?
8.65 eV